No. 1
A structure of composition C30H28BrMoN6O3S4Sb in a non-equilibrium geometry. Source: the OMol25 dataset; level of theory: ωB97M-V/def2-TZVPD.

The LUMO energy (alpha / beta) comes out at 3.74 / 3.60 eV. As for the HOMO energy (alpha / beta): -1.606 / -1.574 eV. The expectation value of S² is 2.12. As for the spin multiplicity: 3. Its charge is -2. As for the total energy: -6189.307576 Ha.

Last column: Löwdin spin population.
Atoms and positions in Å:
Mo  9.780  12.303  12.522  0.8894
C  4.130  12.765  7.419  0.0005
O  4.862  12.720  8.644  0.0339
C  6.172  12.847  8.607  0.0784
C  6.845  13.103  7.430  -0.0047
C  8.059  13.836  7.452  0.0961
C  8.607  14.204  8.667  -0.0198
C  8.151  13.617  9.889  0.0883
C  8.779  13.945  11.073  0.0812
N  8.365  13.727  12.405  0.0972
N  7.936  14.846  12.925  0.0940
C  7.424  14.801  14.181  0.0172
O  7.014  13.846  14.819  0.0327
C  7.362  16.186  14.767  0.0015
C  6.845  16.387  16.085  0.0012
C  6.932  17.613  16.675  0.0002
C  7.646  18.628  16.123  0.0012
C  8.156  18.445  14.826  0.0002
C  8.016  17.236  14.156  0.0025
C  6.871  12.905  9.916  0.0703
O  6.338  12.295  10.881  0.2090
H  3.084  12.925  7.779  -0.0002
H  4.405  13.670  6.779  0.0001
H  4.202  11.834  6.818  0.0010
H  6.416  12.804  6.459  -0.0022
H  8.603  14.072  6.518  0.0067
H  9.443  14.894  8.726  -0.0032
H  9.608  14.688  10.949  0.0063
H  6.339  15.584  16.601  0.0001
H  6.477  17.697  17.643  0.0000
H  7.824  19.562  16.697  0.0001
H  8.785  19.229  14.397  0.0000
H  8.497  17.102  13.154  0.0008
Br  6.299  11.295  13.763  0.0018
C  7.086  9.814  12.860  0.0011
C  6.373  8.614  13.209  0.0030
C  6.677  7.458  12.548  0.0015
C  7.683  7.350  11.598  0.0020
C  8.398  8.492  11.196  0.0021
C  9.304  8.401  10.150  0.0116
C  9.903  9.486  9.614  0.0063
C  9.619  10.745  10.214  0.0374
C  8.953  10.841  11.449  0.0310
C  8.099  9.776  11.883  0.0103
H  5.580  8.677  13.933  0.0002
H  6.164  6.550  12.838  0.0000
H  7.915  6.365  11.151  0.0000
H  9.384  7.393  9.733  0.0007
H  10.450  9.398  8.688  0.0003
H  9.968  11.628  9.678  0.0058
S  11.583  13.295  17.430  -0.0007
Sb  11.946  12.173  15.472  0.0068
S  11.394  14.055  14.001  -0.0376
S  9.919  11.099  14.501  0.1087
S  14.058  11.285  14.998  -0.0018
C  15.997  14.919  10.972  0.0001
C  15.961  13.412  11.287  0.0001
C  15.913  13.110  12.808  0.0000
C  14.876  12.696  10.364  0.0006
N  13.522  13.125  10.791  0.0079
C  12.858  12.967  11.951  0.0128
N  11.527  13.019  11.676  0.0007
N  11.455  13.330  10.305  0.0099
N  12.592  13.258  9.769  -0.0045
H  16.816  15.445  11.544  0.0000
H  15.031  15.385  11.210  0.0000
H  16.157  15.174  9.905  0.0000
H  16.924  12.996  10.929  0.0000
H  15.543  13.972  13.351  0.0000
H  16.897  12.794  13.137  0.0000
H  15.295  12.209  12.988  0.0000
H  14.929  11.586  10.323  0.0003
H  14.982  13.088  9.354  0.0000
H  13.336  12.628  12.869  0.0012

Cartesian forces, eV/Å:
-1.13 4.18 2.34
-0.61 1.01 0.28
-1.89 -1.08 -0.35
2.02 1.32 -0.82
-0.29 -0.31 -0.37
1.07 0.03 0.56
0.07 -0.73 -0.56
-1.45 0.20 0.08
1.85 0.44 0.01
1.72 0.14 -0.55
-0.36 -0.74 -0.07
-0.11 0.41 0.73
0.02 0.02 0.00
-0.14 -0.17 1.63
-0.03 -0.88 -2.17
-0.46 -0.63 1.21
0.80 1.51 -1.10
0.50 0.61 0.68
0.59 0.62 -0.86
-1.11 -1.41 -0.10
1.02 1.31 -1.06
0.69 -0.35 -0.53
-0.09 -1.14 0.81
0.11 0.50 0.40
0.13 0.39 0.58
-0.61 0.07 0.55
0.12 -0.25 -0.09
-1.01 -0.27 0.40
0.09 -0.22 -0.17
-0.03 0.30 0.47
-0.17 -0.65 -0.63
-0.30 -0.18 0.00
-0.63 0.04 1.10
0.97 -0.08 -0.36
-1.82 -2.04 0.82
1.35 2.49 -1.02
0.69 -1.70 -0.30
-0.34 -0.14 0.14
-1.89 0.84 2.16
0.41 -1.19 -0.67
-0.95 0.78 -0.03
0.30 -0.70 0.11
-0.68 -0.47 -1.19
1.20 -1.41 -1.21
-0.07 -0.05 0.11
-0.16 -0.10 -0.03
-0.21 0.68 0.18
0.35 0.29 -0.09
0.27 0.15 -0.05
0.16 -0.04 0.51
0.23 -0.83 0.23
-0.65 1.98 -0.32
-0.36 -0.57 1.25
0.59 -1.10 0.47
-1.03 -0.08 0.06
0.27 0.64 0.11
0.57 -0.63 -1.20
-0.48 -0.89 -1.30
0.38 1.00 1.65
-0.80 -1.18 -0.89
-1.07 -0.93 -0.93
2.51 0.55 -3.46
0.38 -1.60 0.61
0.49 1.44 0.93
-0.93 -0.60 -0.40
0.26 -0.04 0.28
0.08 -0.49 0.36
-0.40 0.10 -0.04
-0.12 -0.16 0.36
0.24 0.41 0.26
0.15 0.73 0.20
0.04 0.73 0.36
-0.05 -0.08 -0.01
-0.27 0.22 -0.08

No. 2
A cluster of 5 separate species, C30H28F3O18S in total. Source: the OMol25 dataset; level of theory: ωB97M-V/def2-TZVPD.

The LUMO energy comes out at -4.29 eV. As for the HOMO energy: -10.918 eV. Its charge is +1. As for the total energy: -3211.790826 Ha.

Last column: Mulliken charge in e.
Atoms and positions in Å:
C  -3.032  -0.644  3.194  -1.2809
C  -2.282  -1.951  2.957  0.2178
O  -1.481  -1.825  1.782  -0.5665
C  -3.198  -3.128  2.628  -0.4841
O  -4.181  -3.302  3.723  -0.2117
S  -5.410  -4.272  3.554  0.2389
C  -6.795  -3.169  3.323  -0.5919
C  -6.615  -2.084  2.259  -0.1339
C  -7.496  -0.849  2.525  0.7547
F  -8.370  -0.652  1.522  -0.2638
F  -6.754  0.267  2.638  -0.2294
F  -8.206  -0.982  3.667  -0.2860
H  -3.236  -0.166  2.231  0.1750
H  -3.964  -0.797  3.743  0.4493
H  -2.420  0.043  3.784  0.3447
H  -1.648  -2.185  3.821  0.3112
H  -0.688  -2.369  1.845  0.2885
H  -3.728  -2.916  1.695  0.4404
H  -2.635  -4.062  2.542  0.4157
H  -5.240  -4.649  2.266  0.2603
H  -6.923  -2.762  4.332  0.4166
H  -7.642  -3.829  3.107  0.5117
H  -6.887  -2.475  1.273  0.3974
H  -5.584  -1.730  2.201  -0.2366
C  1.448  2.402  1.221  -0.6698
C  0.378  1.594  1.245  0.4265
C  -0.982  2.041  0.752  1.0869
O  -1.872  1.201  0.802  -0.5066
C  -1.139  3.376  0.240  -1.2104
C  -0.067  4.183  0.200  0.2054
C  1.294  3.735  0.678  1.0452
O  2.208  4.523  0.511  -0.7428
O  -0.085  5.405  -0.297  -0.5942
O  0.406  0.337  1.664  -0.6138
H  2.429  2.092  1.551  0.5879
H  -2.103  3.672  -0.146  0.4510
H  0.828  5.748  -0.248  0.3704
H  -0.474  -0.059  1.493  0.2524
C  4.699  0.831  -2.728  -1.1603
C  4.491  0.681  -4.044  0.3547
C  3.732  1.706  -4.861  1.0485
O  3.610  1.467  -6.047  -0.6619
C  3.200  2.875  -4.194  -0.9010
C  3.397  3.019  -2.875  0.2993
C  4.174  2.002  -2.066  1.2734
O  4.322  2.244  -0.879  -0.6428
O  2.915  4.020  -2.157  -0.6132
O  4.916  -0.348  -4.753  -0.5866
H  5.234  0.106  -2.130  0.4079
H  2.645  3.591  -4.784  0.4928
H  3.193  3.872  -1.227  0.2828
H  4.635  -0.184  -5.674  0.3736
C  -1.164  -1.072  -3.763  -1.0253
C  -1.599  -0.213  -2.831  0.2941
C  -1.697  1.275  -3.087  1.1903
O  -2.106  1.936  -2.149  -0.6273
C  -1.291  1.797  -4.368  -1.1350
C  -0.847  0.940  -5.302  0.3266
C  -0.766  -0.553  -5.057  1.1200
O  -0.361  -1.233  -5.979  -0.6236
O  -0.446  1.302  -6.505  -0.5883
O  -1.974  -0.564  -1.608  -0.5060
H  -1.087  -2.136  -3.593  0.4625
H  -1.352  2.863  -4.534  0.4811
H  -0.180  0.486  -6.973  0.3747
H  -2.224  0.262  -1.139  0.2401
C  6.035  -2.495  2.822  -1.0185
C  5.793  -2.680  1.516  0.2642
C  5.021  -1.676  0.690  0.9956
O  4.874  -1.939  -0.490  -0.6616
C  4.515  -0.481  1.333  -0.5784
C  4.775  -0.288  2.634  0.3402
C  5.550  -1.290  3.459  0.8714
O  5.704  -1.015  4.635  -0.6334
O  4.395  0.776  3.323  -0.5687
O  6.194  -3.736  0.829  -0.5737
H  6.588  -3.205  3.420  0.4377
H  3.970  0.230  0.726  0.3882
H  4.762  0.662  4.221  0.3845
H  5.900  -3.600  -0.092  0.3764

Cartesian forces, eV/Å:
0.17 0.01 -0.13
0.12 0.06 0.05
-0.05 0.12 0.13
0.00 -0.01 -0.02
0.27 0.08 0.14
0.13 0.00 -0.27
-0.08 0.27 0.07
0.03 -0.03 -0.18
-0.26 0.38 -0.11
0.32 -0.17 0.39
-0.17 -0.46 0.01
0.15 0.07 -0.30
-0.06 -0.09 0.13
0.08 -0.04 0.00
-0.05 -0.09 -0.17
-0.20 -0.10 -0.08
0.01 -0.04 0.08
-0.04 -0.02 0.07
-0.07 0.11 0.01
-0.07 -0.12 -0.11
-0.13 0.00 -0.16
0.00 0.00 0.16
0.05 0.06 0.14
-0.10 -0.01 0.13
0.07 0.02 0.06
0.00 -0.06 -0.08
-0.02 0.20 -0.12
-0.05 -0.03 0.02
-0.16 -0.04 0.08
-0.02 0.07 -0.07
0.13 -0.18 -0.09
0.01 0.05 0.16
-0.18 -0.03 0.03
0.19 0.00 0.03
0.04 -0.01 0.04
0.00 0.01 -0.01
0.09 -0.03 0.03
-0.12 0.08 0.04
0.03 -0.09 0.11
0.00 0.03 0.02
-0.03 0.16 0.12
-0.05 -0.04 -0.12
-0.06 0.05 -0.10
-0.15 -0.09 0.05
0.22 -0.05 0.00
-0.20 -0.02 0.02
0.04 -0.03 -0.09
0.08 -0.09 0.10
-0.01 -0.04 -0.04
0.00 0.02 0.01
0.09 0.09 -0.04
-0.05 0.06 -0.05
0.03 -0.10 -0.06
-0.01 -0.04 0.04
0.12 -0.05 -0.01
-0.09 0.22 -0.09
-0.05 0.12 0.06
0.02 0.02 -0.07
-0.05 -0.08 0.18
0.04 -0.04 -0.08
-0.05 0.14 0.06
0.00 -0.16 -0.08
0.00 0.00 0.01
0.00 0.00 -0.03
0.03 -0.08 0.00
0.03 0.06 0.02
0.07 -0.05 0.08
0.02 0.02 0.05
-0.09 0.26 0.19
-0.01 -0.07 -0.16
-0.08 -0.01 -0.15
0.06 0.07 -0.02
0.01 -0.20 0.02
0.03 0.04 0.00
-0.11 0.07 -0.20
0.07 -0.11 0.08
0.01 -0.01 -0.02
0.06 0.05 0.01
0.00 -0.08 0.10
-0.05 0.07 -0.04

No. 3
A structure of composition C30H28F5N2O2RhSSi. Source: the OMol25 dataset; level of theory: ωB97M-V/def2-TZVPD.

The LUMO energy (alpha / beta) comes out at 0.21 / -2.23 eV. As for the HOMO energy (alpha / beta): -7.002 / -7.396 eV. The expectation value of S² is 6.01. As for the spin multiplicity: 5. As for the total energy: -2717.387578 Ha.

Last column: Löwdin spin population.
Atoms and positions in Å:
Rh  -1.605  -0.566  0.870  2.3023
C  -1.118  0.909  -0.656  0.1229
Si  0.440  0.981  -1.568  0.1045
C  1.899  1.659  -0.366  0.1561
N  1.887  1.053  0.884  0.4955
C  1.241  1.658  2.028  0.0503
C  2.230  1.754  3.207  0.0268
C  3.293  0.653  3.126  0.0020
C  2.686  -0.601  2.503  0.0058
C  2.330  -0.323  1.042  0.0468
C  1.071  -0.675  -2.164  0.0079
C  2.381  -0.856  -2.621  0.0029
C  2.828  -2.091  -3.062  0.0001
C  1.959  -3.177  -3.065  0.0034
C  0.654  -3.019  -2.624  0.0001
C  0.219  -1.780  -2.171  0.0068
C  0.615  2.272  -2.925  0.0212
C  0.265  3.600  -2.664  0.0049
C  0.375  4.580  -3.637  -0.0001
C  0.834  4.246  -4.905  0.0044
C  1.174  2.933  -5.191  0.0006
C  1.066  1.956  -4.209  0.0070
H  -1.897  0.612  -1.377  0.0181
H  -1.411  1.893  -0.272  0.0129
H  1.753  2.736  -0.300  0.0125
H  2.800  1.402  -0.929  0.0227
H  0.400  1.009  2.300  0.0257
H  0.845  2.628  1.734  0.0002
H  1.649  1.650  4.124  0.0007
H  2.699  2.738  3.227  0.0012
H  3.691  0.445  4.119  0.0001
H  4.134  0.988  2.511  0.0011
H  1.792  -0.887  3.059  0.0005
H  3.377  -1.444  2.538  0.0000
H  1.520  -0.978  0.687  0.0258
H  3.187  -0.470  0.380  0.0083
H  3.071  -0.017  -2.644  0.0008
H  3.846  -2.209  -3.410  -0.0001
H  2.302  -4.142  -3.415  0.0002
H  -0.028  -3.859  -2.622  0.0000
H  -0.797  -1.682  -1.805  0.0013
H  -0.118  3.875  -1.685  0.0006
H  0.095  5.601  -3.413  -0.0001
H  0.919  5.008  -5.669  0.0003
H  1.521  2.666  -6.181  0.0001
H  1.326  0.933  -4.453  0.0004
O  -0.271  -2.337  0.701  0.1153
N  0.047  -2.972  1.819  0.0090
C  0.712  -4.144  1.672  -0.0008
C  1.112  -4.878  2.750  0.0045
C  0.817  -4.399  4.031  -0.0035
C  0.143  -3.215  4.163  0.0082
C  -0.260  -2.464  3.043  0.0133
S  -1.081  -0.964  3.196  0.1321
H  0.879  -4.415  0.640  0.0004
H  1.637  -5.808  2.594  0.0005
H  1.114  -4.959  4.908  -0.0003
H  -0.107  -2.813  5.135  0.0019
F  -7.767  2.579  0.725  0.0021
C  -6.743  1.715  0.658  0.0070
C  -6.887  0.496  0.016  -0.0005
F  -8.062  0.182  -0.541  -0.0005
C  -5.834  -0.395  -0.051  0.0105
F  -6.026  -1.561  -0.683  0.0021
C  -4.573  -0.126  0.513  0.0114
O  -3.606  -0.996  0.440  0.1473
C  -4.476  1.122  1.148  0.0090
F  -3.299  1.473  1.718  0.0272
C  -5.521  2.022  1.222  -0.0011
F  -5.348  3.194  1.847  -0.0009

Cartesian forces, eV/Å:
-0.02 -0.03 0.02
-0.02 0.05 0.03
-0.05 0.02 -0.01
0.02 -0.04 -0.03
-0.02 -0.03 -0.03
-0.01 0.02 0.03
-0.01 0.02 -0.01
0.01 -0.02 0.01
0.01 0.01 -0.03
0.04 0.00 0.05
0.04 -0.01 -0.03
-0.01 0.03 0.01
0.00 0.00 0.00
-0.01 -0.01 -0.01
0.02 0.01 0.00
-0.05 0.02 0.00
0.04 -0.10 -0.04
-0.01 0.01 0.04
0.00 0.00 -0.01
0.00 0.00 0.01
0.00 0.00 0.00
0.00 0.00 0.01
0.00 0.02 -0.01
0.03 0.00 0.00
0.01 0.00 0.03
0.00 0.02 0.02
0.01 0.02 -0.03
-0.01 0.00 0.01
0.00 0.01 0.01
0.00 0.00 -0.02
-0.01 -0.01 0.00
0.00 0.00 0.00
0.01 0.01 0.00
-0.01 -0.01 -0.01
0.00 0.01 -0.01
0.00 0.02 0.00
0.00 0.00 -0.02
0.00 0.00 0.00
0.00 0.00 0.00
0.00 0.00 0.00
0.01 0.00 -0.01
0.00 0.00 0.00
0.00 0.00 0.00
0.00 0.00 0.00
0.00 0.00 0.00
0.01 0.00 0.01
0.00 -0.02 -0.03
0.00 -0.03 -0.01
-0.01 0.02 -0.01
0.01 -0.02 0.00
0.01 -0.01 0.02
-0.01 0.03 0.00
0.01 -0.04 -0.03
-0.03 0.07 0.09
0.00 0.00 0.01
0.00 0.00 0.00
0.00 0.00 0.00
0.00 -0.01 0.00
0.02 -0.01 0.00
0.01 0.03 0.00
0.02 -0.05 -0.01
-0.01 0.00 0.00
-0.03 0.02 -0.01
0.01 0.00 0.00
-0.06 -0.02 0.03
0.03 0.00 -0.04
0.00 0.02 -0.02
0.03 -0.01 0.02
0.00 -0.03 0.01
0.00 0.01 0.00

What are the relative energy (zero: lowest compared OMol25 entry of this formula, charge and spin) values for these records? In order: 74.6, 3.4, 0.0 kcal/mol.